# C5H12BN

The molecule C5H12BN at a distorted geometry (ωB97M-V with the def2-TZVPD basis set, the Open Molecules 2025 dataset).

Output
HOMO-LUMO gap: 10.07 eV
LUMO: 0.8 eV
SMILES: CB1CCCN1C
energy above the lowest of the compared OMol25 structures with the same formula, charge and spin: 0.000 eV
strongest force on any atom: 0.10054 hartree/bohr
spin multiplicity: 1
HOMO energy: -9.3 eV
E_tot: -7545.5035 eV
total charge: 0

Each line ends with the Mulliken charge.
Cartesian coordinates (Å):
B 0.00 0.70 0.40  0.30
C -1.51 0.83 -0.26  -0.66
C -1.61 -0.43 -1.17  -0.56
C -0.21 -1.19 -1.01  -0.56
C 0.81 1.82 1.61  -1.02
C 1.78 -1.06 0.21  -1.08
N 0.57 -0.42 -0.16  0.02
H -2.24 0.68 0.59  0.25
H -1.83 1.75 -0.83  0.29
H -2.59 -0.99 -0.91  0.25
H -1.78 -0.15 -2.21  0.28
H -0.46 -2.16 -0.59  0.31
H 0.12 -1.44 -2.08  0.28
H 0.16 2.64 1.95  0.29
H 1.57 2.22 1.00  0.33
H 1.17 1.02 2.37  0.24
H 2.14 -1.60 -0.60  0.35
H 2.28 -0.32 0.68  0.40
H 1.62 -1.89 1.00  0.28


# C35H29N6O7RuSe

A structure of composition C35H29N6O7RuSe (ωB97M-V with the def2-TZVPD basis set, the Open Molecules 2025 dataset).

Output
HOMO-LUMO gap (spin up / spin down): 5.99 / 6.68 eV
LUMO (spin up / spin down): -0.6 / -0.6 eV
energy above the lowest of the compared OMol25 structures with the same formula, charge and spin: 1.377 eV
strongest force on any atom: 0.01560 hartree/bohr
spin multiplicity: 2
HOMO energy (spin up / spin down): -6.5 / -7.2 eV
E_tot: -127965.0902 eV
total charge: 0

Each line ends with the Mulliken charge.
Cartesian coordinates (Å):
Ru -0.41 0.04 -0.27  -0.49
C -1.53 -0.40 4.45  -0.81
O -2.67 -0.34 3.55  -0.45
C -2.14 -0.39 2.32  0.37
N -0.91 -0.66 2.17  0.28
C -0.36 -0.83 3.53  -0.59
C 0.91 -0.06 3.83  0.06
C 1.54 0.80 2.79  1.89
C 2.67 1.63 3.31  -1.39
C 3.16 1.49 4.56  -0.64
C 2.59 0.56 5.46  -0.96
C 1.46 -0.18 5.07  -0.47
C -3.06 -0.20 1.19  -0.80
C -4.45 -0.21 1.29  -0.36
C -5.21 -0.11 0.13  -0.97
C -4.57 -0.03 -1.10  -0.52
C -3.19 -0.02 -1.10  -0.01
N -2.45 -0.08 0.01  1.53
C -2.33 0.04 -2.29  -0.50
N -1.06 0.02 -2.17  0.72
C -0.47 0.20 -3.50  -0.46
C -1.70 0.09 -4.42  -0.61
O -2.85 0.14 -3.52  -0.54
C 0.61 -0.81 -3.80  0.18
C 0.33 -2.17 -3.68  -0.08
C 1.31 -3.11 -3.92  -0.80
C 2.59 -2.70 -4.27  -0.49
C 2.88 -1.35 -4.39  -0.84
C 1.89 -0.41 -4.15  -0.13
H -1.76 -1.11 5.23  0.39
H -1.38 0.60 4.85  0.53
H -0.15 -1.90 3.64  0.73
H 1.93 0.14 1.98  -0.13
H 3.07 2.37 2.62  0.39
H 3.98 2.11 4.89  0.41
H 2.99 0.45 6.46  0.37
H 1.00 -0.84 5.80  0.42
H -4.90 -0.28 2.27  0.67
H -6.29 -0.10 0.19  0.47
H -5.12 0.02 -2.03  0.64
H -0.04 1.21 -3.53  0.65
H -1.74 -0.86 -4.95  0.38
H -1.80 0.92 -5.13  0.33
H -0.67 -2.49 -3.39  0.34
H 1.09 -4.17 -3.82  0.44
H 3.37 -3.43 -4.43  0.40
H 3.88 -1.03 -4.64  0.38
H 2.11 0.65 -4.23  0.42
O 3.47 -1.14 -0.99  -0.82
C 2.27 -0.98 -0.73  -0.35
N 1.58 0.13 -0.61  1.73
C 2.18 1.42 -0.80  -2.00
C 1.11 2.49 -0.82  0.57
C 1.45 3.82 -1.02  -0.89
C 0.46 4.79 -1.04  -0.63
C -0.86 4.40 -0.87  -0.92
C -1.13 3.06 -0.65  -0.78
N -0.17 2.13 -0.64  1.29
C 1.37 -2.21 -0.52  0.29
C 1.92 -3.48 -0.51  -0.83
C 1.09 -4.57 -0.33  -0.65
C -0.27 -4.36 -0.16  -0.92
C -0.75 -3.06 -0.17  -0.61
N 0.05 -2.01 -0.35  1.39
H 2.75 1.46 -1.74  0.72
H 2.90 1.67 0.00  0.45
H 2.49 4.09 -1.14  0.53
H 0.71 5.83 -1.17  0.41
H -1.67 5.12 -0.85  0.45
H -2.13 2.72 -0.46  0.37
H 2.99 -3.56 -0.65  0.59
H 1.49 -5.57 -0.31  0.43
H -0.96 -5.18 -0.01  0.50
H -1.80 -2.84 -0.03  0.38
O -0.12 4.10 2.41  -0.74
Se -0.63 2.62 2.82  1.00
O -1.94 2.09 2.03  -0.59
O 0.61 1.59 2.05  0.05
O -0.58 2.21 4.38  -0.76


# C19H20N4OZr

A structure of composition C19H20N4OZr at a distorted geometry (ωB97M-V with the def2-TZVPD basis set, the Open Molecules 2025 dataset).

Output
HOMO-LUMO gap: 8.96 eV
LUMO: -6.6 eV
energy above the lowest of the compared OMol25 structures with the same formula, charge and spin: 1.573 eV
strongest force on any atom: 0.05691 hartree/bohr
spin multiplicity: 1
HOMO energy: -15.5 eV
E_tot: -29302.5313 eV
total charge: +2

Each line ends with the Mulliken charge.
Cartesian coordinates (Å):
Zr 0.74 -0.57 0.57  1.59
C -1.94 0.50 -1.26  -1.17
C -2.86 0.03 -0.14  -0.86
C -2.61 -1.39 0.30  0.77
C -3.70 -2.21 0.49  -0.89
C -3.53 -3.52 0.94  -0.33
C -2.25 -3.97 1.19  -0.82
C -1.20 -3.10 0.97  -0.29
N -1.36 -1.84 0.51  -0.14
N -0.60 0.83 -0.68  0.42
C 0.37 0.38 -1.74  -1.37
C 1.88 -0.17 -1.71  1.55
C 2.23 -0.44 -3.03  -1.01
C 3.49 -0.97 -3.21  -0.37
C 4.28 -1.27 -2.09  -0.67
C 3.83 -0.96 -0.84  -0.37
N 2.66 -0.31 -0.65  -0.37
C -0.38 2.28 -0.40  -0.99
C 0.16 2.53 0.99  0.60
C 0.02 3.73 1.64  -0.80
C 0.56 3.90 2.91  -0.30
C 1.14 2.81 3.53  -0.68
C 1.28 1.65 2.80  0.01
N 1.03 1.59 1.47  -0.29
H -2.34 1.38 -1.77  0.49
H -1.83 -0.29 -1.99  0.49
H -3.90 0.11 -0.45  0.47
H -2.76 0.69 0.72  0.34
H -4.70 -1.83 0.30  0.41
H -4.39 -4.16 1.08  0.44
H -2.06 -4.97 1.54  0.43
H -0.18 -3.41 1.13  0.58
H 0.43 1.26 -2.39  0.70
H -0.14 -0.38 -2.32  0.53
H 1.56 -0.26 -3.86  0.47
H 3.86 -1.19 -4.20  0.46
H 5.25 -1.74 -2.21  0.44
H 4.40 -1.17 0.06  0.48
H -1.32 2.82 -0.50  0.52
H 0.30 2.67 -1.16  0.44
H -0.54 4.54 1.18  0.45
H 0.48 4.86 3.42  0.44
H 1.46 2.84 4.56  0.44
H 1.75 0.78 3.25  0.46
O 1.45 -2.08 1.05  -0.71


# C35H68Ge2N7O5Sr

A structure of composition C35H68Ge2N7O5Sr at a distorted geometry (ωB97M-V with the def2-TZVPD basis set, the Open Molecules 2025 dataset).

Output
HOMO-LUMO gap: 8.28 eV
LUMO: -1.6 eV
energy above the lowest of the compared OMol25 structures with the same formula, charge and spin: 0.379 eV
strongest force on any atom: 0.04894 hartree/bohr
spin multiplicity: 1
HOMO energy: -9.9 eV
E_tot: -171931.0431 eV
total charge: +1

Each line ends with the Mulliken charge.
Cartesian coordinates (Å):
Sr 0.47 -0.73 0.02  0.77
C 1.54 -3.78 1.22  -0.72
O 1.77 -2.87 0.14  -0.13
C 0.96 -3.15 -1.01  -1.34
C -0.57 -3.11 -0.73  -1.26
O -1.17 -2.27 -1.72  -0.05
C -2.60 -2.31 -1.68  -1.05
C -3.12 -1.14 -0.88  0.15
O -2.47 -1.07 0.38  0.70
C -3.14 -1.82 1.38  -1.03
H 1.51 -4.80 0.84  0.42
H 2.38 -3.65 1.91  0.20
H 0.62 -3.52 1.73  0.18
H 1.23 -2.39 -1.74  0.59
H 1.24 -4.12 -1.40  0.51
H -0.95 -4.13 -0.76  0.46
H -0.82 -2.69 0.25  0.87
H -2.95 -2.23 -2.71  0.44
H -2.93 -3.28 -1.29  0.41
H -2.90 -0.21 -1.41  -0.53
H -4.21 -1.21 -0.76  0.54
H -4.16 -1.45 1.50  0.38
H -3.18 -2.89 1.12  0.37
H -2.58 -1.70 2.30  0.10
N 2.18 -0.29 2.20  0.05
C 1.55 -0.13 3.51  0.18
C 2.43 -0.73 4.62  -0.77
C 2.08 -0.56 6.10  -1.26
C 1.72 0.87 6.52  -0.83
N 0.35 1.13 6.11  0.00
C -0.25 2.30 6.13  0.81
N -1.52 2.39 5.70  -0.39
N 0.36 3.40 6.61  -0.37
C 0.10 -0.68 3.44  -0.17
O -0.58 -0.73 4.49  -0.96
O -0.33 -1.00 2.31  0.41
H 2.72 -1.15 2.21  0.08
H 2.81 0.47 1.96  0.26
H 1.42 0.94 3.68  0.14
H 3.43 -0.30 4.46  0.42
H 2.54 -1.80 4.41  0.32
H 2.95 -0.87 6.68  0.51
H 1.26 -1.22 6.39  0.32
H 2.41 1.58 6.05  0.48
H 1.80 0.98 7.60  0.56
H -0.13 0.35 5.59  0.08
H -1.91 1.59 5.23  0.18
H -1.89 3.29 5.45  0.21
H 1.32 3.36 6.90  0.19
H -0.10 4.29 6.60  0.22
C -0.64 4.78 3.03  -1.60
C -0.47 3.42 2.35  1.21
Ge -2.01 2.92 1.21  -0.11
C -3.08 1.60 2.20  1.01
C -4.01 2.32 3.19  -1.75
C -3.14 4.45 0.67  -0.59
C -3.09 4.50 -0.68  -0.73
Ge -1.69 3.19 -1.18  0.21
C -2.15 1.94 -2.65  0.28
C -1.95 2.57 -4.03  -1.63
C -0.06 4.15 -1.71  -0.15
C -0.36 5.48 -2.38  -1.37
C -3.87 5.45 -1.49  0.26
C -4.53 5.02 -2.64  0.01
C -5.27 5.91 -3.41  -0.87
C -5.35 7.24 -3.05  -0.40
C -4.68 7.69 -1.92  -0.73
C -3.95 6.80 -1.14  -0.35
H 0.22 5.03 3.67  0.37
H -1.55 4.84 3.64  0.31
H -0.73 5.58 2.29  0.41
H -0.35 2.63 3.10  -0.84
H 0.44 3.41 1.74  0.20
H -2.41 0.91 2.72  -0.46
H -3.68 1.00 1.52  0.14
H -3.48 3.08 3.77  0.33
H -4.48 1.63 3.90  0.36
H -4.81 2.84 2.67  0.43
H -3.76 5.14 1.24  0.55
H -3.19 1.63 -2.53  0.59
H -1.54 1.03 -2.58  -0.36
H -2.55 3.47 -4.15  0.28
H -2.23 1.88 -4.83  0.47
H -0.91 2.86 -4.18  0.30
H 0.53 3.50 -2.36  0.13
H 0.57 4.29 -0.82  0.52
H -1.00 5.37 -3.26  0.29
H 0.56 5.98 -2.70  0.44
H -0.88 6.16 -1.71  0.32
H -4.47 3.98 -2.93  0.47
H -5.79 5.55 -4.29  0.41
H -5.92 7.94 -3.65  0.39
H -4.73 8.73 -1.64  0.40
H -3.42 7.15 -0.27  0.45
N 2.47 2.55 0.21  -0.89
C 1.63 1.76 0.11  0.54
C 5.27 -0.53 -2.69  -0.78
C 4.44 0.71 -3.01  -1.07
N 3.24 0.44 -3.80  0.32
C 3.29 0.74 -5.23  -0.74
C 3.93 -0.37 -6.05  -1.08
C 2.14 -0.06 -3.20  0.65
C 0.90 -0.25 -4.02  -1.48
N 2.07 -0.34 -1.93  0.74
H 6.15 -0.25 -2.11  0.39
H 5.60 -1.03 -3.60  0.28
H 4.71 -1.26 -2.10  0.16
H 5.05 1.41 -3.59  0.44
H 4.15 1.25 -2.11  0.38
H 3.85 1.67 -5.35  0.46
H 2.29 0.94 -5.59  0.30
H 4.97 -0.52 -5.77  0.28
H 3.91 -0.12 -7.11  0.42
H 3.40 -1.31 -5.91  0.25
H 0.50 0.72 -4.34  0.41
H 0.14 -0.75 -3.42  -0.23
H 1.08 -0.85 -4.91  0.48
H 2.98 -0.24 -1.48  -0.38


# C8H10Cl2F6N2O3PS

A cluster of 2 separate species, C8H10Cl2F6N2O3PS in total at a distorted geometry (ωB97M-V with the def2-TZVPD basis set, the Open Molecules 2025 dataset).

Output
HOMO-LUMO gap: 7.37 eV
LUMO: 0.9 eV
energy above the lowest of the compared OMol25 structures with the same formula, charge and spin: 8.327 eV
strongest force on any atom: 0.23473 hartree/bohr
spin multiplicity: 1
HOMO energy: -6.5 eV
E_tot: -79047.7410 eV
total charge: -1

Each line ends with the Mulliken charge.
Cartesian coordinates (Å):
C -1.96 1.00 1.65  -0.86
C -0.50 0.30 1.32  0.04
S -0.74 -1.53 0.99  -0.08
C 0.18 -2.08 -0.56  -0.69
N -0.45 -1.53 -1.82  0.53
O -1.15 -2.56 -2.38  -0.31
C -2.55 -2.43 -1.88  0.41
N -3.60 -2.37 -1.09  -0.39
C 0.58 -1.16 -2.87  0.28
O 1.79 -1.71 -3.03  -0.46
O 0.17 -0.11 -3.87  -0.29
C 0.68 1.21 -3.42  0.16
Cl 2.54 1.53 -3.44  -0.14
C -0.28 2.29 -2.95  0.27
C -1.92 1.98 -2.97  -0.64
Cl 0.43 3.95 -2.40  -0.19
H -2.62 0.28 2.32  0.27
H -1.87 2.01 2.25  0.32
H -2.56 1.27 0.65  0.13
H 0.14 0.42 2.32  0.02
H 0.05 0.89 0.46  0.24
H 1.34 -1.89 -0.46  0.41
H 0.05 -3.27 -0.62  0.29
H -2.08 1.24 -3.89  0.23
H -2.42 3.02 -3.26  0.33
H -2.30 1.54 -1.95  0.13
F 4.05 -1.07 4.09  -0.34
P 2.72 -0.33 4.42  0.96
F 1.36 -0.90 4.92  -0.33
F 3.58 0.94 4.69  -0.34
F 2.94 -0.73 5.91  -0.34
F 2.48 -1.08 3.07  -0.29
F 1.93 0.87 3.82  -0.34


# C3H5BrN2

A cluster of 2 separate species, C3H5BrN2 in total at a distorted geometry (ωB97M-V with the def2-TZVPD basis set, the Open Molecules 2025 dataset).

Output
HOMO-LUMO gap: 10.13 eV
LUMO: 0.8 eV
energy above the lowest of the compared OMol25 structures with the same formula, charge and spin: 1.249 eV
strongest force on any atom: 0.07641 hartree/bohr
spin multiplicity: 1
HOMO energy: -9.3 eV
E_tot: -76212.0884 eV
total charge: 0

Each line ends with the Mulliken charge.
Cartesian coordinates (Å):
C -0.56 -2.32 -0.53  -0.23
C 0.75 1.84 0.56  -0.91
C 0.10 0.73 -0.30  0.36
N -0.92 -3.04 0.33  -0.14
N 0.60 0.39 -1.31  -0.37
Br -1.86 0.40 0.25  -0.27
H -0.05 2.48 0.78  0.40
H 1.40 2.42 -0.11  0.24
H 1.31 1.27 1.32  0.25
H -1.25 -3.85 0.98  0.34
H 0.49 -0.32 -1.97  0.32